Below is C5H10N2O2 in the gas phase in a non-equilibrium geometry, with properties calculated with the ωB97M-V functional and the def2-TZVPD basis.

Geometry as ORCA input:
```
! RIJCOSX wB97M-V def2-TZVPD def2/J DEFGRID3
* xyz 0 1
C 1.893 -0.025 -1.461
C 1.387 0.515 -0.147
O 1.539 1.663 0.214
C 1.334 -0.680 0.940
O 2.278 -1.148 1.526
N 0.043 -1.020 0.962
N -0.745 0.082 0.171
C -1.342 1.034 1.095
C -1.712 -0.481 -0.753
H 2.872 -0.475 -1.299
H 1.238 -0.808 -1.838
H 1.980 0.778 -2.190
H -0.414 -1.422 1.776
H -0.559 1.453 1.724
H -1.806 1.840 0.528
H -2.098 0.562 1.735
H -2.133 0.314 -1.370
H -1.219 -1.209 -1.394
H -2.534 -0.973 -0.218
*
```

Values from the calculation:
Energy above the lowest of the compared OMol25 structures with the same formula, charge and spin, eV: 2.966
Gap between HOMO and LUMO, eV: 9.4
Maximum force, eV Å⁻¹: 3.87
E_tot, a.u.: -456.4452
Structure (SMILES): CC(=O)C(=O)NN(C)C